No. 1
Computed, not measured: a structure of composition C30H45NO2P2RuS2 at a distorted geometry, with ωB97M-V with the def2-TZVPD basis set.

Output
* HOMO-LUMO gap (spin up / spin down): 3.158 / 4.712 eV
* ⟨S²⟩: 6.035
* LUMO level (spin up / spin down): -8.820 / -8.665 eV
* E_tot: -80228.0514 eV
* net charge: +2
* spin multiplicity: 5
* HOMO level (spin up / spin down): -11.98 / -13.38 eV

Last column: Löwdin charge in e.
Cartesian coordinates (Å):
Ru (0.094318, 0.700494, -2.554060)  1.186
C (-0.909344, -2.535862, 2.061160)  -0.146
C (0.434826, -2.588243, 1.601691)  -0.126
C (0.360991, -1.228870, 3.454608)  -0.097
C (-0.954818, -1.683305, 3.204559)  -0.111
C (1.224886, -1.807046, 2.484757)  -0.115
C (-2.079475, -3.201356, 1.465160)  -0.074
H (-1.783182, -4.046102, 0.833298)  0.092
H (-2.682401, -2.475252, 0.806040)  -0.001
H (-2.756532, -3.563580, 2.254248)  0.120
C (-2.129268, -1.378447, 4.038173)  0.019
H (-3.016272, -1.930502, 3.706685)  0.089
H (-2.364770, -0.302521, 4.025342)  0.080
H (-1.932033, -1.653931, 5.086178)  0.123
C (0.810196, -0.415012, 4.590699)  0.031
H (1.241055, -1.036670, 5.392541)  0.135
H (-0.022646, 0.153979, 5.012324)  0.088
H (1.583480, 0.296831, 4.279228)  0.074
C (2.685707, -1.609220, 2.444967)  -0.074
H (3.147478, -2.060127, 3.335011)  0.126
H (2.948056, -0.536078, 2.448702)  0.014
H (3.141862, -2.071994, 1.564695)  0.068
C (0.940920, -3.280448, 0.399708)  -0.012
H (1.881366, -3.804127, 0.636194)  0.111
H (1.158778, -2.564723, -0.413714)  0.085
H (0.229431, -4.025156, 0.027276)  0.078
C (-1.131773, 1.725048, -3.782220)  -0.432
C (-1.371259, 0.238165, -3.630521)  -0.294
C (-1.063470, -0.654880, -4.795461)  -0.150
C (0.367718, -1.291335, -4.632767)  -0.157
C (1.160303, -0.582305, -3.565326)  -0.304
C (1.504868, 0.809999, -3.795469)  -0.339
C (1.063723, 1.564740, -5.024845)  -0.151
C (-0.357439, 2.146848, -5.042755)  -0.141
H (-1.120711, -0.074605, -5.710301)  0.111
H (0.900381, -1.286217, -5.602779)  0.127
H (-1.840519, -1.426113, -4.820813)  0.097
H (-0.886813, 1.920974, -5.981030)  0.128
H (-2.194427, 2.026343, -3.869690)  0.200
H (-2.186840, -0.082928, -2.931524)  0.074
H (-0.270423, 3.239970, -5.000485)  0.123
H (1.776033, 2.402199, -5.122785)  0.131
H (2.457647, 1.079583, -3.364024)  0.092
H (1.272877, 0.951650, -5.901961)  0.122
H (0.232573, -2.355556, -4.386992)  0.108
H (1.847987, -1.201392, -3.006029)  0.084
P (-2.152184, -1.952298, -0.880557)  1.066
C (-3.652181, -0.891023, -1.052779)  -0.297
C (-2.387279, -3.050676, -2.334326)  -0.267
P (2.864793, 0.326494, 0.210435)  0.936
C (-0.608216, 2.554733, -2.608541)  -0.114
C (3.879179, -0.565104, -1.056759)  -0.365
C (3.040908, 1.923377, -0.686390)  -0.373
H (-3.547024, 0.048601, -0.485638)  0.030
H (-4.467073, -1.483878, -0.597559)  0.071
H (-3.911054, -0.589664, -2.086957)  0.059
H (-2.200426, -2.604684, -3.337313)  0.043
H (-3.375158, -3.511892, -2.297089)  0.063
H (-1.659441, -3.871709, -2.215861)  0.046
H (2.407144, 1.959690, -1.609213)  0.001
H (4.120181, 2.028124, -0.939463)  0.057
H (2.737834, 2.740192, -0.005375)  0.002
H (-1.381165, 2.817615, -1.887298)  0.040
H (0.168567, 3.303650, -2.855953)  0.113
H (4.803292, -0.840239, -0.504257)  0.049
H (4.103252, 0.077950, -1.929659)  0.029
H (3.385500, -1.464451, -1.449606)  0.003
O (2.524068, 4.321482, 2.900412)  -0.255
S (1.913992, 3.020232, 2.870658)  0.649
O (2.712667, 1.902920, 3.357922)  -0.319
N (1.187926, 2.667389, 1.423455)  -0.150
C (-0.071289, 2.229162, 1.541421)  -0.747
S (-0.766381, 1.325460, 0.259203)  0.579
C (-0.631380, 2.477081, 2.887962)  -0.226
C (-1.860122, 2.153438, 3.465435)  -0.051
C (-2.095763, 2.438692, 4.822362)  -0.055
C (-1.084026, 3.003462, 5.626946)  -0.034
C (0.183908, 3.232948, 5.081214)  -0.017
C (0.370497, 2.984270, 3.726249)  -0.230
H (-2.628551, 1.699273, 2.833210)  0.108
H (-3.065347, 2.230604, 5.258535)  0.112
H (-1.287752, 3.253531, 6.661567)  0.118
H (1.015090, 3.602289, 5.675910)  0.135

Forces on atoms 1 to 2 (eV/Å):
-2.7 -0.6 10.5
0.2 0.7 0.1

=====

No. 2
Computed, not measured: a structure of composition C30H45NO2P2Tc at a distorted geometry, with ωB97M-V with the def2-TZVPD basis set.

Output
* HOMO-LUMO gap (spin up / spin down): 6.225 / 3.213 eV
* ⟨S²⟩: 3.794
* LUMO level (spin up / spin down): -6.004 / -8.667 eV
* E_tot: -58179.0203 eV
* net charge: +2
* spin multiplicity: 4
* HOMO level (spin up / spin down): -12.23 / -11.88 eV

Last column: Löwdin charge in e.
Cartesian coordinates (Å):
P (-0.920156, 3.916099, -0.677364)  0.570
P (-3.590066, 2.222320, -1.192555)  0.933
C (-2.156557, 4.484443, -1.922117)  -0.437
C (-3.524277, 4.172076, -1.370569)  -0.404
H (-1.964576, 3.972642, -2.880044)  0.071
H (-2.003912, 5.549486, -2.122726)  0.089
H (-3.762668, 4.533939, -0.352512)  0.083
H (-4.251768, 4.588877, -2.094251)  0.077
C (-4.993638, 2.473067, -2.598497)  -0.253
H (-5.606959, 1.576835, -2.753375)  0.029
H (-4.615269, 2.790815, -3.584191)  0.032
H (-5.704385, 3.262933, -2.262732)  0.050
C (-5.029543, 1.991038, -0.069704)  -0.314
H (-5.964912, 2.492049, -0.385490)  0.054
H (-4.771856, 2.324734, 0.941562)  0.037
H (-5.227338, 0.908923, -0.059770)  0.040
C (0.465225, 4.024335, -1.905177)  -0.232
H (1.435113, 3.743718, -1.463113)  0.030
H (0.482888, 5.073362, -2.231406)  0.055
H (0.221633, 3.385260, -2.773814)  0.037
C (-0.873669, 5.386748, 0.377838)  -0.216
H (-1.638037, 5.272641, 1.159064)  0.055
H (-1.141265, 6.231705, -0.264953)  0.054
H (0.131663, 5.495329, 0.805774)  0.048
Tc (-1.017586, 2.030749, 0.231189)  0.921
C (-3.938969, -0.369988, -3.221979)  -0.114
C (-4.359058, -0.090952, -4.460895)  -0.080
C (-3.675029, 0.894780, -5.378288)  -0.179
C (-2.503074, 0.304797, -6.194743)  -0.117
C (-1.103670, 0.514318, -5.713921)  0.060
C (-0.720315, 0.289250, -4.446501)  0.074
C (-1.633612, 0.743902, -3.354371)  -0.188
C (-2.524133, -0.356628, -2.750879)  -0.202
C (0.958423, 2.675056, 0.717464)  -0.271
H (-4.690867, -0.619196, -2.441435)  0.134
H (-5.202776, -0.584456, -4.941340)  0.129
H (-3.425109, 1.857143, -4.897144)  0.094
H (-4.428008, 1.182174, -6.120814)  0.129
H (-2.684832, -0.789850, -6.208569)  0.155
H (-2.619617, 0.726488, -7.218251)  0.136
H (-0.429586, 0.972242, -6.437855)  0.154
H (0.196998, -0.225604, -4.123335)  0.164
H (-2.327077, 1.522666, -3.659340)  0.072
H (-0.936115, 1.105786, -2.624558)  0.071
H (-2.079064, -1.364739, -2.827754)  0.119
H (-2.575239, -0.128565, -1.684731)  0.046
H (1.330423, 2.097129, 1.569289)  -0.005
H (1.327627, 3.704475, 0.889340)  0.007
H (1.536371, 2.331513, -0.151680)  -0.011
C (0.926462, -3.395512, 6.583991)  -0.030
C (1.872630, -2.796325, 5.573582)  -0.183
C (3.191783, -2.547679, 5.989754)  0.036
C (4.099474, -1.937320, 5.122252)  -0.022
C (3.716567, -1.610682, 3.832570)  0.019
C (2.396116, -1.842653, 3.406032)  -0.151
N (2.013754, -1.388857, 2.119605)  0.206
C (1.404251, -2.193189, 1.145221)  -0.184
C (1.703376, -3.543552, 1.021852)  -0.010
C (1.094123, -4.359248, 0.088987)  -0.031
C (0.114028, -3.818629, -0.750709)  -0.027
C (-0.169435, -2.465755, -0.694576)  0.004
C (0.451168, -1.657145, 0.242401)  -0.070
C (-0.032205, -0.284919, 0.359441)  -0.577
O (0.033633, 0.472539, -0.695656)  -0.170
O (-0.624158, 0.179281, 1.382784)  -0.083
C (1.479327, -2.472498, 4.270434)  -0.129
C (0.100207, -2.756379, 3.778383)  0.002
H (0.054812, -2.758000, 6.782943)  0.099
H (0.549605, -4.379901, 6.278599)  0.101
H (1.438512, -3.532423, 7.540034)  0.086
H (3.473567, -2.823202, 6.997615)  0.131
H (5.108709, -1.717005, 5.482787)  0.130
H (4.432635, -1.188503, 3.125086)  0.131
H (2.554089, -0.620739, 1.766882)  0.165
H (2.434734, -3.959458, 1.736380)  0.143
H (1.350393, -5.425458, 0.043380)  0.130
H (-0.430130, -4.459531, -1.445049)  0.123
H (-0.878448, -2.006121, -1.387826)  0.098
H (-0.584703, -2.946510, 4.605175)  0.086
H (-0.296464, -1.924777, 3.186790)  0.090
H (0.077664, -3.645899, 3.138025)  0.101

Forces on atoms 1 to 2 (eV/Å):
1.0 2.6 -4.0
-3.1 3.0 -1.6